# 1
38
Properties=species:S:1:pos:R:3:forces:R:3 method="wB97M-V/def2-TZVPD" spin_multiplicity=4 charge=-1 s_squared=3.822 e_homo_ev="-3.5 / -3.6" orbital_gap_ha="0.224 / 0.224"
C -2.3052 -1.6034 -1.5070 -0.5 1.7 -1.2
C -1.5718 -1.8432 -2.7404 -0.8 0.3 0.5
C -0.9850 -0.6256 -3.1600 -0.3 -0.2 -0.1
H -1.5086 -2.8073 -3.2399 0.2 0.3 0.2
C -1.2794 0.3961 -2.2135 -1.2 -0.8 0.5
C -2.1504 -0.1736 -1.2186 -0.7 -1.0 -1.4
H -2.6451 0.3517 -0.4180 0.3 -0.1 0.2
H -2.8455 -2.3156 -0.9124 -0.1 -0.1 0.0
H -0.4574 -0.4745 -4.1059 0.3 -0.2 0.8
H -0.9683 1.4338 -2.2420 0.2 -0.3 0.0
Cr -0.3803 -1.2812 -0.9691 3.4 2.1 -1.2
Cl 0.4156 -3.2047 -0.4661 0.2 -1.7 0.7
C 2.1986 -0.4430 -1.4213 -0.7 -0.1 0.5
C 2.1893 0.8468 -2.0548 0.0 -0.1 -0.2
C 2.2225 0.6357 -3.4500 0.1 0.3 0.1
H 2.1725 1.8171 -1.5422 0.0 -0.6 -0.3
C 2.2674 -0.7649 -3.7009 0.0 -0.4 0.2
C 2.2376 -1.4299 -2.4504 -0.1 -0.1 -0.7
H 2.2460 -2.5099 -2.2532 0.1 0.6 -0.3
H 2.3882 -0.6666 -0.3534 -0.1 0.3 -0.9
H 2.2206 1.4326 -4.2212 0.0 -0.6 0.6
H 2.3201 -1.2560 -4.6894 -0.1 0.4 0.6
O -1.8458 -1.5960 1.6035 1.1 1.5 0.5
C -1.0402 -0.6589 1.7324 0.2 -0.7 -1.8
N -0.1769 -0.2453 0.7232 0.0 0.1 0.6
S 0.6779 1.1861 1.0270 -0.5 -1.5 0.0
O 2.0953 0.9927 1.1950 -0.5 0.1 -0.1
O 0.2283 2.2514 0.1667 -0.1 -0.3 0.4
C 0.0118 1.2677 2.6450 -0.3 0.1 0.9
C 0.3785 2.1766 3.6246 -0.4 -0.2 0.2
C -0.2005 2.0300 4.8926 0.1 -0.3 -0.3
C -1.1071 0.9767 5.1409 0.4 0.7 0.1
C -1.4477 0.0651 4.1517 0.3 0.1 -0.4
C -0.8532 0.2087 2.8953 -0.3 0.7 1.3
H 1.0970 2.9518 3.3807 -0.1 0.0 0.2
H 0.0829 2.7266 5.6873 -0.2 -0.3 -0.2
H -1.5357 0.9025 6.1352 0.0 -0.1 -0.1
H -2.1459 -0.7500 4.3286 0.2 0.1 0.0

# 2
14
Properties=species:S:1:pos:R:3:forces:R:3 method="wB97M-V/def2-TZVPD" de_lowest_ev=6.057 e_homo_ev=-8.7 orbital_gap_ha=0.350
H 1.5725 1.5725 -1.4506 -1.2 1.4 1.1
N 0.9135 1.8835 -0.6580 2.7 0.8 -0.4
C 0.2668 0.8447 -0.4177 -1.2 -0.3 -0.2
N 0.2962 -0.2046 -1.3414 0.9 0.6 0.7
O -0.9178 -0.8920 -1.3238 -0.6 -1.6 0.1
N -0.6573 0.6864 0.6381 1.0 -1.6 -0.1
O -0.5777 -0.6852 1.1025 -1.8 0.9 0.3
C 0.5747 -1.1499 1.7821 -0.9 -1.7 -1.0
H 0.5830 0.3037 -2.2212 -1.4 -1.8 0.6
H -0.9216 -1.3360 -0.3877 0.2 1.1 -2.2
H -0.5877 1.3104 1.4286 0.4 0.2 0.0
H 0.8724 -0.4698 2.5287 0.5 0.7 1.1
H 1.3313 -1.3475 1.0299 0.6 0.1 0.2
H 0.1981 -2.1423 2.1845 0.7 1.3 -0.1

# 3
71
Properties=species:S:1:pos:R:3:forces:R:3 method="wB97M-V/def2-TZVPD" charge=+1 e_homo_ev=-9.6 orbital_gap_ha=0.154
Na 3.2536 -5.6147 3.1326 -0.4 0.1 0.1
Na 5.0023 3.2325 4.3781 -0.3 -0.3 0.3
Na 0.6538 -2.3068 -5.8186 0.2 -0.3 0.1
Na 5.4793 2.8395 -2.7053 -0.1 -0.1 -0.2
Na 5.9963 -3.6550 -1.6332 -0.3 -0.2 -0.4
C -0.0652 -7.6770 -2.7941 3.6 0.5 1.0
F -0.5708 -7.2440 -3.9086 -1.0 -0.1 -1.3
F -0.6809 -7.1326 -1.7826 -1.1 0.8 1.1
F -0.1303 -8.9829 -2.6354 -0.3 -0.6 -0.7
S 1.7917 -7.1081 -2.7318 2.0 1.5 0.9
O 2.2316 -7.2997 -1.3134 -1.1 0.0 -1.8
O 2.5222 -7.8746 -3.7206 -0.8 -0.6 0.4
O 1.8306 -5.6656 -3.1093 -1.1 -0.9 0.5
C 8.0384 -0.7284 -8.1263 0.2 -1.2 0.9
F 8.5009 0.5085 -7.9375 -0.1 -0.1 0.5
F 7.6197 -0.7904 -9.3663 -0.1 -0.3 -0.6
F 9.0758 -1.6123 -7.9617 -0.8 0.9 -0.1
S 6.5873 -1.2521 -6.9688 -2.2 -1.8 0.6
O 6.8698 -0.6819 -5.6268 0.1 0.2 -1.3
O 5.3876 -0.7604 -7.6693 1.4 0.8 0.7
O 6.5089 -2.7273 -6.9220 1.3 1.5 -0.1
C -0.2469 -0.5449 0.2003 0.6 -1.0 0.4
F -0.8158 0.6572 0.0962 0.1 -0.5 -0.2
F -0.8204 -1.2030 1.2572 0.8 0.9 -1.2
F -0.5068 -1.2892 -0.9146 -0.1 0.8 0.6
S 1.6753 -0.4515 0.3372 0.3 0.2 3.2
O 2.0174 -1.8475 0.6315 -0.3 1.0 0.1
O 2.1665 -0.0015 -0.9231 0.1 0.4 -2.3
O 1.9839 0.5620 1.3811 -0.9 -1.7 -0.9
C 1.2358 0.0393 7.6855 2.3 -2.7 0.2
F 0.1098 -0.7317 7.8097 1.0 1.6 -0.3
F 1.2545 0.8024 6.6168 -1.1 0.3 -1.3
F 1.4032 0.8608 8.6996 -0.6 0.0 0.9
S 2.8306 -1.1445 7.5738 0.8 -2.0 0.6
O 2.5179 -2.2604 6.6339 -0.3 1.8 1.0
O 3.9425 -0.3174 7.0913 -0.9 0.7 -0.4
O 3.0644 -1.5739 8.9571 -1.0 0.5 -1.1
C -6.0690 -4.3897 1.2337 0.0 0.6 1.1
C -6.4853 -3.4774 0.1283 0.5 -1.7 -1.2
O -7.9169 -3.6384 0.1510 0.1 1.2 -0.8
C -8.2531 -4.7592 0.8527 -6.1 1.6 -0.5
O -9.4313 -5.1218 1.0331 3.8 0.9 -1.0
O -7.2238 -5.2402 1.3846 3.9 -2.4 2.1
H -5.9417 -3.7770 2.1261 0.0 -0.5 0.5
H -5.1620 -4.9598 1.0329 -0.3 -0.2 0.1
H -6.0418 -3.9599 -0.7426 -0.7 0.1 -0.8
H -6.0078 -2.4976 0.1202 -1.1 0.4 0.6
C -6.0653 3.7136 0.7524 0.5 0.3 -0.1
O -6.4093 2.5347 1.4608 0.0 -0.8 1.7
C -5.9876 2.4027 2.7571 0.6 -1.7 0.4
O -5.3190 3.1612 3.4077 -0.6 0.1 -0.7
O -6.3327 1.1346 3.2033 -1.7 1.4 -2.9
C -5.8942 0.6411 4.4199 1.4 0.2 1.1
H -4.9877 3.7910 0.6073 0.1 -0.1 0.2
H -6.3978 4.6155 1.2663 -0.2 -0.1 -0.1
H -6.4981 3.6068 -0.2423 -0.3 0.1 0.3
H -6.2730 1.1990 5.2763 0.3 0.4 -0.1
H -4.8089 0.6406 4.3192 0.2 0.1 0.9
H -6.1837 -0.3886 4.6296 -0.4 0.0 -0.9
C 3.8273 9.7014 -2.5818 1.1 -1.0 1.3
O 2.7326 9.0570 -1.8869 0.3 1.5 -1.0
C 2.7686 7.8174 -1.4069 6.3 0.0 -1.5
O 3.7435 7.0418 -1.2857 -1.4 1.7 -0.4
O 1.6059 7.5738 -1.1098 -6.2 -0.9 1.1
C 1.2770 6.4614 -0.3309 0.4 -1.3 0.7
H 3.7934 10.7907 -2.5620 -1.0 -0.2 0.0
H 3.9478 9.3308 -3.5998 -0.1 -0.1 0.2
H 4.6890 9.4835 -1.9509 0.5 -0.2 -0.5
H 0.2135 6.2255 -0.2921 0.0 0.9 -0.3
H 1.6395 6.6937 0.6705 0.0 -0.5 0.1
H 1.7375 5.5686 -0.7538 0.3 0.0 0.3

# 4
14
Properties=species:S:1:pos:R:3:forces:R:3 method="wB97M-V/def2-TZVPD" smiles="C1=COCCC1" de_lowest_ev=1.944 e_homo_ev=-8.6 orbital_gap_ha=0.356
C 1.1112 -0.5207 0.6691 0.1 -0.6 0.1
C 0.3848 -1.5222 0.1823 0.1 -0.1 0.5
O -0.4802 -1.2796 -0.8546 -0.3 0.4 0.2
C -1.3464 -0.1274 -0.5017 0.8 -0.3 -0.3
C -0.4879 1.0916 -0.0199 1.0 0.0 -0.3
C 1.1084 0.7060 -0.1320 -1.1 0.4 0.1
H 1.4513 -0.4592 1.6909 0.7 -0.7 0.0
H 0.4470 -2.5297 0.5677 -0.6 -0.2 0.1
H -1.9199 0.0865 -1.4101 0.4 0.0 0.1
H -2.0834 -0.4718 0.2521 0.6 0.2 -0.2
H -0.7108 1.9737 -0.6120 -0.1 0.1 -0.1
H -0.7714 1.3085 1.0281 0.5 0.0 -0.5
H 1.4268 0.4474 -1.1620 -0.7 0.3 0.3
H 1.9283 1.3572 0.2398 -1.3 0.4 0.0

# 5
63
Properties=species:S:1:pos:R:3:forces:R:3 method="wB97M-V/def2-TZVPD" charge=+1 e_homo_ev=-12.4 orbital_gap_ha=0.353
C 4.1102 1.6659 -2.9694 0.0 0.0 0.0
C 2.6109 1.5628 -2.6842 0.1 -0.1 -0.1
N 2.3084 0.8468 -1.4170 0.1 -0.2 0.0
N 1.7220 -0.3827 -1.5525 -0.4 0.1 -0.2
C 2.1741 -1.6016 -1.8603 0.1 -0.2 0.0
S 3.8337 -1.9104 -2.3530 0.0 0.0 0.0
N 1.2452 -2.5274 -1.7761 0.0 0.4 0.0
C 0.1192 -1.8894 -1.3663 -0.2 -0.3 0.1
N -1.0255 -2.5368 -1.1595 0.0 0.1 -0.2
C -2.2560 -1.9065 -0.6843 -0.1 -0.1 0.1
C -3.1872 -1.4715 -1.8016 0.2 -0.1 -0.2
C -4.4072 -0.7499 -1.2943 -0.1 -0.1 0.1
F -3.5921 -2.6302 -2.4758 0.0 0.0 -0.1
C -1.0499 -3.9926 -1.3684 0.1 0.0 0.0
C -1.0610 -4.7477 -0.0493 0.0 0.0 -0.1
C -0.8349 -6.2324 -0.2506 -0.1 -0.1 0.0
F -0.0390 -4.2073 0.7401 0.0 0.0 0.1
N 0.3532 -0.5631 -1.2200 0.1 -0.2 0.1
N -0.4881 0.4299 -0.8167 0.3 0.2 0.0
C -1.1778 1.2379 -1.8486 0.0 0.0 -0.1
C -0.8696 2.7337 -1.7869 0.0 -0.1 0.0
H 4.3613 2.6528 -3.3522 0.0 0.0 0.0
H 4.6916 1.5218 -2.0563 0.0 0.1 0.0
H 4.4471 0.9276 -3.6929 0.0 -0.1 0.1
H 2.0893 1.0343 -3.4827 0.0 0.0 0.0
H 2.1736 2.5536 -2.6146 -0.1 0.1 0.1
H 3.1455 0.7269 -0.8586 -0.1 0.1 0.1
H 4.3297 -1.7063 -1.1238 0.1 0.0 0.0
H -2.0231 -1.0679 -0.0394 0.0 0.0 0.0
H -2.7815 -2.6441 -0.0773 0.0 0.0 0.0
H -2.6471 -0.8776 -2.5464 0.0 -0.1 0.1
H -4.1268 0.1068 -0.6805 0.0 0.0 0.0
H -5.0238 -0.4136 -2.1245 0.0 0.0 0.0
H -5.0022 -1.4250 -0.6775 0.0 0.0 0.0
H -1.9325 -4.2549 -1.9484 -0.1 0.1 0.0
H -0.1682 -4.2702 -1.9368 0.0 0.0 0.0
H -1.9945 -4.5746 0.4899 0.0 0.1 0.1
H -1.1723 -6.5454 -1.2397 0.0 0.0 0.0
H 0.2279 -6.4513 -0.1627 0.0 0.0 -0.1
H -1.3773 -6.8259 0.4812 0.1 0.0 0.1
H -0.0473 0.9829 -0.0920 -0.1 0.0 0.0
H -2.2476 1.0860 -1.7013 0.0 0.0 0.0
H -0.9323 0.8118 -2.8228 0.0 0.0 0.0
H -0.1686 3.0472 -2.5540 0.2 0.0 0.0
H -1.7806 3.3103 -1.9277 0.0 0.0 0.0
H -0.4493 3.0050 -0.8179 -0.1 0.1 0.1
C 1.4376 2.9114 1.5879 0.0 0.1 -0.1
O 0.4209 2.7709 2.5806 0.0 -0.2 0.0
P 0.6629 3.4319 4.0168 0.1 0.1 0.0
O 1.7966 4.3519 4.0285 0.1 0.0 0.0
O 0.7735 2.2177 5.0335 -0.3 0.0 -0.1
C 1.4714 1.0175 4.7080 0.2 0.0 0.0
O -0.7627 4.0121 4.3073 -0.1 -0.2 0.0
C -1.3553 4.1034 5.6131 0.1 0.1 0.0
H 1.3781 2.0366 0.9426 0.1 0.0 0.0
H 1.2596 3.8131 1.0018 0.0 0.0 0.0
H 2.4335 2.9752 2.0236 0.0 0.0 0.1
H 2.4645 1.2357 4.3105 0.0 0.0 0.0
H 0.9008 0.4308 3.9881 0.0 0.0 0.0
H 1.5801 0.4599 5.6336 0.0 0.0 0.0
H -1.1019 3.2315 6.2115 0.0 0.0 0.0
H -2.4291 4.1520 5.4614 0.0 0.0 0.0
H -1.0100 5.0108 6.1046 0.0 0.0 0.0

# 6
4
Properties=species:S:1:pos:R:3:forces:R:3 method="wB97M-V/def2-TZVPD" charge=-1 de_lowest_ev=0.278 e_homo_ev=-3.9 orbital_gap_ha=0.312
N -0.4853 -0.1539 0.4125 -1.2 -3.6 -0.2
O -0.8682 -1.1927 -0.2158 1.0 3.4 1.2
Cl 1.8869 0.6412 -0.0540 0.2 0.1 -0.1
H -0.5333 0.7054 -0.1427 -0.1 0.0 -0.9

# 7
16
Properties=species:S:1:pos:R:3:forces:R:3 method="wB97M-V/def2-TZVPD" charge=-2 de_lowest_ev=0.410 e_homo_ev=0.3 orbital_gap_ha=0.212
C 0.7321 0.4126 0.3211 -0.7 -0.2 -0.7
O 0.3957 1.2631 1.3634 0.0 -0.2 0.3
C -0.4810 -0.4204 -0.1753 -0.6 -1.2 2.1
C -0.1932 -1.4498 -1.2831 0.7 0.1 0.3
S 0.6686 -3.0235 -0.7707 -0.1 0.2 -0.2
N -1.0272 -1.1116 1.0524 -0.3 -0.1 -0.3
H 1.1214 0.9429 -0.5651 0.2 0.3 0.0
H 1.4968 -0.3072 0.6333 0.1 -0.1 0.0
H -1.3532 0.1989 -0.3965 0.5 0.6 -0.8
H 0.4711 -0.9225 -1.9784 -0.2 -0.1 -0.2
H -1.1002 -1.7432 -1.8123 -0.1 0.2 0.0
H -0.6894 -2.0683 1.0702 0.3 0.0 -0.1
H -0.6501 -0.6048 1.8453 0.0 0.0 0.1
H 0.0377 2.2647 0.8870 0.5 -0.2 -0.3
H 0.6711 3.2866 -0.3737 0.4 0.0 -0.3
O -0.1001 3.2825 0.1825 -0.8 0.7 0.2

# 8
22
Properties=species:S:1:pos:R:3:forces:R:3 method="wB97M-V/def2-TZVPD" charge=-2 smiles="Nc1ccc(C=[S@@](=O)([O-])OC([O-])=S)cc1" e_homo_ev=0.0 orbital_gap_ha=0.204
N 2.4174 -1.0257 0.7559 -0.4 1.7 -4.0
C 1.1537 -0.4193 0.3977 -1.7 -0.3 0.5
C 0.9966 0.4551 -0.6757 4.7 -0.2 0.9
C -0.1123 1.1570 -0.9480 -2.0 0.6 -1.2
C -1.4159 0.9028 -0.3408 1.9 0.1 0.5
C -2.5910 1.6070 -0.6396 -1.4 -2.1 1.9
S -4.0526 1.4116 0.3612 0.1 0.4 0.1
O -3.7910 1.8204 1.7346 0.2 -0.7 -0.2
O -5.1847 2.0881 -0.2207 0.2 0.4 -0.7
O -4.5398 -0.1482 0.5553 1.1 0.5 -0.3
C -5.1235 -0.9904 -0.4496 -1.0 1.6 -2.0
O -5.2545 -0.6037 -1.6164 0.9 -0.4 1.9
S -5.7698 -2.3620 0.2646 -0.2 -1.2 0.5
C -1.2690 -0.0751 0.7242 -0.5 1.3 -1.0
C -0.0669 -0.6964 1.0300 -0.6 -0.4 1.1
H 2.4746 -1.8124 0.1562 0.6 -1.0 -0.6
H 2.5014 -1.3547 1.6352 -0.2 -1.0 3.7
H 2.0294 0.7214 -1.1365 -1.9 -0.2 0.3
H 0.0903 1.8764 -1.7366 -0.9 0.3 -0.1
H -2.7460 2.4733 -1.1950 0.2 1.1 -1.2
H -2.1571 -0.1274 1.3406 0.2 -0.8 0.2
H -0.1703 -1.3995 1.8839 0.6 0.4 -0.5

Quick rundown of largest force on an atom, same order as above: 4.1; 2.8; 6.5; 1.3; 0.5; 3.8; 2.5; 4.8 eV Å⁻¹